1.
This record from the OMol25 dataset describes a gas-phase ion, C5H7N2 (charge +1) in a non-equilibrium geometry. The level of theory is ωB97M-V/def2-TZVPD.

Values from the calculation:
- Total charge: +1
- SMILES: Nc1ccc[nH+]c1
- M: 95.125 u
- Kohn-Sham gap: 0.2927 Eh
- Calculated total energy: -8267.471 eV

The geometry in XYZ format:
```
14
C5H7N2 (ωB97M-V/def2-TZVPD)
N -1.2330 -1.7690 0.7657
N 1.5585 0.4251 0.3272
C -0.1322 0.9747 -1.1878
C -0.3623 -0.8352 0.1976
C -1.1165 0.0680 -0.7991
C 1.2327 1.0091 -0.9357
C 0.9277 -0.5517 1.0305
H -2.1782 0.0430 -1.0670
H -0.4793 1.9875 -1.2974
H 2.5311 0.8056 0.3974
H -1.2886 -2.5403 1.4184
H -2.1373 -1.7363 0.3592
H 0.7788 -0.2105 2.0493
H 2.0036 1.8040 -0.9134
```



2.
This record from the OMol25 dataset describes a molecular structure, C5H7N2 in a non-equilibrium geometry. The level of theory is ωB97M-V/def2-TZVPD.

Values from the calculation:
- Total charge: +1
- M: 95.125 u
- Kohn-Sham gap (spin up / spin down): 0.2437 / 0.3183 Eh
- Calculated total energy: -8264.122 eV

The geometry in XYZ format:
```
14
C5H7N2 (ωB97M-V/def2-TZVPD)
N 0.6015 -0.5416 -0.9425
N 1.4487 -0.1010 0.0034
C -1.6780 -0.2470 -0.0706
C -0.4764 -0.5989 -0.1131
C 0.5059 -0.0759 0.9342
C -3.0300 -0.0614 -0.1987
C 2.7907 0.1528 -0.1224
H 3.0233 1.1903 -0.3514
H 3.1865 -0.3493 -0.9072
H -3.3639 0.6044 0.6410
H -3.2429 0.5259 -1.2454
H -3.6689 -0.9783 -0.1419
H 0.4454 0.5194 1.7967
H 3.4582 -0.0393 0.7180
```



3.
This record from the OMol25 dataset describes a gas-phase ion, C5H7N2O2 (charge +1) in a non-equilibrium geometry. The level of theory is ωB97M-V/def2-TZVPD.

Values from the calculation:
- Total charge: +1
- SMILES: COC=C=[NH+][C@H]1NC1=O
- M: 127.123 u
- Kohn-Sham gap: 0.3207 Eh
- Calculated total energy: -12361.314 eV

The geometry in XYZ format:
```
16
C5H7N2O2 (ωB97M-V/def2-TZVPD)
O -2.7781 3.2693 3.6822
O 0.5152 -0.9037 -1.0421
N -2.6221 0.9972 3.0974
N -0.5290 0.8544 1.8117
C 0.1569 0.4249 0.7937
C 1.4406 -1.3776 -2.0492
C 0.7483 0.2051 -0.3723
C -1.8346 1.4351 1.9287
C -2.5113 2.2565 3.1888
H -0.2641 0.4425 2.6404
H 1.1625 -2.3601 -2.0053
H 2.5442 -1.3800 -1.6699
H -2.2716 1.5341 0.9474
H -3.1973 0.1990 3.5029
H 1.2818 -0.6753 -2.9381
H 1.7055 0.7288 -0.5845
```



4.
This record from the OMol25 dataset describes a gas-phase ion, C5H7N2O3 (charge -1) in a non-equilibrium geometry. The level of theory is ωB97M-V/def2-TZVPD.

Values from the calculation:
- Total charge: -1
- SMILES: CC/N=C1/NC(=O)[C@@H]([O-])O1
- M: 143.122 u
- Kohn-Sham gap: 0.3003 Eh
- Calculated total energy: -14421.913 eV

The geometry in XYZ format:
```
17
C5H7N2O3 (ωB97M-V/def2-TZVPD)
O -3.7840 -1.9613 2.7470
O -4.3150 0.4501 0.9054
O -2.0506 -0.2936 0.0427
N 0.1403 -0.7525 0.7086
N -1.7355 -1.5794 1.8025
C 0.6965 -0.0016 -0.4315
C 0.1580 1.3850 -0.4261
C -3.0703 -1.4666 1.8998
C -3.5899 -0.5685 0.7196
C -1.1652 -0.8885 0.7714
H 0.5090 -0.5149 -1.4071
H -1.2884 -2.0473 2.5868
H -3.9079 -1.2501 -0.1921
H -0.8783 1.2214 -0.3245
H 1.8338 -0.1684 -0.2027
H 0.5045 1.9687 0.4514
H 0.4105 1.7567 -1.4290
```



5.
This record from the OMol25 dataset describes a gas-phase ion, C5H7N2S (charge +1) in a non-equilibrium geometry. The level of theory is ωB97M-V/def2-TZVPD.

Values from the calculation:
- Total charge: +1
- SMILES: Cn1cc[n+](C=S)c1
- M: 127.192 u
- Kohn-Sham gap: 0.3237 Eh
- Calculated total energy: -19105.655 eV

The geometry in XYZ format:
```
15
C5H7N2S (ωB97M-V/def2-TZVPD)
S 0.2212 -3.5918 -0.1057
N -0.5622 -1.0066 -0.4615
N 0.3421 0.7797 0.3317
C 0.1438 -0.5509 0.5340
C -0.4311 1.1586 -0.7444
C 1.0362 1.7238 1.1568
C -0.7978 -2.5337 -0.6665
C -0.9852 0.0719 -1.2434
H 0.2386 2.0811 1.9816
H 1.8017 1.1814 1.7711
H -0.2791 2.1928 -1.0082
H 1.5273 2.5574 0.6197
H -1.7099 -2.8916 -1.1231
H -1.3366 0.0361 -2.2759
H 0.7910 -1.2081 1.2335
```



6.
This record from the OMol25 dataset describes a gas-phase ion, C5H7N2S (charge +1) in a non-equilibrium geometry. The level of theory is ωB97M-V/def2-TZVPD.

Values from the calculation:
- Total charge: +1
- SMILES: [NH2+]=C[NH+]=C=C/C=C\[S-]
- M: 127.192 u
- Kohn-Sham gap: 0.2630 Eh
- Calculated total energy: -19103.754 eV

The geometry in XYZ format:
```
15
C5H7N2S (ωB97M-V/def2-TZVPD)
S 1.8781 1.0809 -0.8291
N -2.9791 1.3994 -0.0916
N -1.1605 0.0415 -0.5139
C 2.8184 -0.1782 -0.1371
C 0.0718 -0.5028 -0.1198
C -1.7995 0.9041 0.2324
C 2.2994 -1.2471 0.4156
C 0.8611 -1.4060 0.4163
H -1.4353 -0.0328 -1.4732
H 2.8989 -2.1788 0.6362
H 3.8596 -0.0081 -0.1983
H -1.1690 1.1302 1.0603
H -3.4936 2.0543 0.6266
H 0.7262 -2.2727 1.0086
H -3.3765 1.2161 -1.0330
```



7.
This record from the OMol25 dataset describes a single C5H7N3 molecule in a non-equilibrium geometry. The level of theory is ωB97M-V/def2-TZVPD.

Values from the calculation:
- Total charge: 0
- SMILES: [H]/N=C/N1[C@H](C#N)[C@@H]1C
- M: 109.132 u
- Kohn-Sham gap: 0.3862 Eh
- Calculated total energy: -9762.829 eV

The geometry in XYZ format:
```
15
C5H7N3 (ωB97M-V/def2-TZVPD)
N 1.8574 1.4234 0.5509
N -1.4341 0.3262 2.5661
N -0.1188 0.9534 -0.8709
C -1.1375 0.9885 0.0317
C -0.9698 -0.3142 -0.8027
C -0.0471 -1.4516 -0.1473
C -1.2759 0.6618 1.4723
C 1.2485 0.8223 -0.4946
H 0.5188 -1.6640 -1.3068
H 2.8692 1.1181 0.6926
H -2.0308 1.6763 -0.1674
H -0.6644 -2.4053 0.4929
H 1.0517 -1.2834 0.5790
H 1.7743 -0.1051 -1.0733
H -1.6416 -0.7463 -1.5224
```



8.
This record from the OMol25 dataset describes a molecular structure, C5H7N3 in a non-equilibrium geometry. The level of theory is ωB97M-V/def2-TZVPD.

Values from the calculation:
- Total charge: 0
- M: 109.132 u
- Kohn-Sham gap (spin up / spin down): 0.2526 / 0.3140 Eh
- Calculated total energy: -9764.113 eV

The geometry in XYZ format:
```
15
C5H7N3 (ωB97M-V/def2-TZVPD)
N -1.3315 -0.8983 -0.5060
N -1.3539 1.2379 0.0197
N 1.2680 1.6492 0.7287
C -0.5782 0.1421 -0.2485
C -2.6366 0.8614 0.0210
C 0.8047 -0.0095 0.0682
C 1.6350 -1.2220 -0.0254
C -2.5861 -0.5320 -0.3353
H 1.0303 -2.0809 -0.1479
H 2.1901 -1.2237 0.8653
H -3.3691 1.6237 0.2176
H -0.8187 2.0484 0.3902
H 2.1513 1.8532 1.1567
H -3.3612 -1.2608 -0.1965
H 2.1735 -1.2039 -0.9488
```